C2H4OSi | ωB97M-V/def2-TZVPD

Last column: Mulliken charge in e.
Atoms and positions in Å:
1 C 1.37994 -1.53606 -1.90466  0.0094
2 C 0.93912 -0.71869 -1.15143  -0.2851
3 O 0.59537 0.43229 0.56544  -0.2512
4 Si -0.88150 0.80974 1.07431  0.3330
5 H 1.83390 -1.90643 -2.71948  0.4066
6 H -1.86857 1.55130 0.18054  -0.0766
7 H -0.46000 1.78810 2.27696  -0.0576
8 H -1.53826 -0.42025 1.67831  -0.0785

The value obtained for the HOMO energy (spin up / spin down) is -11.216 / -11.169 eV. The value obtained for the orbital gap (spin up / spin down) is 8.52 / 8.39 eV. The calculation puts the calculated total energy at -12056.95021 eV.